Entry 1:
Entry from the OMol25 dataset: C19H46F3N3O6Pd as an isolated structure at a distorted geometry (ωB97M-V/def2-TZVPD).

Structure (XYZ):
```
78
Properties=species:S:1:pos:R:3
Pd 0.6014 0.1168 -0.5016
C -0.1854 4.4306 1.9442
O 0.3416 3.7600 3.1297
O -0.3643 3.3505 1.0949
C -1.3708 5.5191 2.2237
F -2.0362 5.7642 1.0788
F -2.2603 5.1167 3.0670
F -0.7574 6.6770 2.5995
C 1.0329 4.5966 4.0860
C 1.1349 3.7275 5.3917
H 1.9611 4.1407 5.9702
H 0.2119 3.7432 5.9714
H 1.5003 2.7115 5.2420
H 0.5806 5.5575 4.3313
H 2.0759 4.7965 3.8406
H 0.5538 5.0433 1.4282
C 1.7241 -5.6750 -0.7530
C 2.6548 -4.5033 -1.1866
C 3.1313 -4.7576 -2.5693
O 2.1077 -3.2728 -0.9222
H 2.2332 -6.6193 -0.5601
H 0.9897 -5.8189 -1.5455
H 1.1375 -5.4986 0.1486
H 3.5351 -4.6518 -0.5612
H 3.7036 -5.6827 -2.6378
H 3.9102 -4.0435 -2.8369
H 2.3280 -4.7755 -3.3058
C -2.3358 -2.9082 3.5007
C -2.1906 -1.4048 3.1464
C -2.6131 -0.4308 4.2629
O -3.9899 -0.6420 4.5129
C -4.6820 0.1273 5.5390
N -0.8026 -1.0638 2.8159
H -3.2982 -3.2185 3.9077
H -1.5264 -3.1867 4.1754
H -2.1658 -3.4781 2.5872
H -2.9253 -1.0371 2.4301
H -2.4605 0.5912 3.9161
H -1.9289 -0.3637 5.1088
H -4.1023 0.3120 6.4434
H -5.5234 -0.3991 5.9897
H -5.0751 1.0389 5.0892
H -0.2617 -1.9114 2.9111
H -0.4545 -0.5352 3.6030
C -4.2052 -1.7079 -3.5224
C -2.7142 -1.8550 -3.0841
C -1.8706 -1.8548 -4.4317
O -1.9928 -0.6724 -5.2122
C -1.8191 -0.7362 -6.5835
N -2.3909 -0.7370 -2.2658
H -4.8894 -1.5721 -2.6848
H -4.5202 -2.5762 -4.1012
H -4.3038 -0.7757 -4.0786
H -2.4427 -2.7227 -2.4829
H -2.0135 -2.7936 -4.9668
H -0.8228 -2.0014 -4.1698
H -2.1603 -1.5093 -7.2720
H -0.7535 -0.8611 -6.7755
H -1.9504 0.3254 -6.7933
H -3.1372 -0.7227 -1.5854
H -2.7274 0.0456 -2.8083
C 3.1313 3.1284 -3.0021
C 3.4078 1.6337 -2.9473
C 4.2640 1.2632 -1.7185
O 3.4268 1.3280 -0.6063
C 4.0748 0.9889 0.6262
N 2.1429 0.9395 -3.0358
H 2.3716 3.4948 -2.3116
H 2.7004 3.4165 -3.9609
H 4.0326 3.7004 -2.7817
H 4.0315 1.4158 -3.8143
H 5.1423 1.9036 -1.6373
H 4.7878 0.3169 -1.8533
H 4.7556 0.1376 0.6218
H 3.3989 0.7944 1.4590
H 4.7000 1.8504 0.8609
H 1.6072 1.0909 -3.8785
H 2.5996 0.0811 -3.3089
```

E_HOMO (spin up / spin down)	-0.2218 / -0.2065	Eh
lowest unoccupied orbital energy (spin up / spin down)	0.68 / -1.75	eV
2S+1	3
orbital gap (spin up / spin down)	6.7 / 3.9	eV

These are the Mulliken partial charges, in e, on atoms 1 to 6: 0.0722, -0.0057, -0.2105, -0.3172, 0.7607, -0.2591

=====

Entry 2:
Entry from the OMol25 dataset: C20H22N2Pt as an isolated structure at a distorted geometry (ωB97M-V/def2-TZVPD).

Structure (XYZ):
```
45
Properties=species:S:1:pos:R:3
C 1.0469 -1.4989 -2.4297
C 0.4581 1.5441 -1.4861
C -0.2337 -1.2461 -1.6419
H 0.8104 -2.0081 -3.3744
C -0.9302 1.4407 -1.1244
H 1.0113 2.3568 -0.9921
H -0.5361 -2.1638 -1.1082
H -1.3335 2.2430 -0.5026
C -1.4142 -0.6848 -2.4474
H -2.2304 -1.4162 -2.3403
H -1.1736 -0.6603 -3.5191
C 1.8769 -0.2258 -2.7017
H 2.4608 -0.3638 -3.6254
H 2.6055 -0.1080 -1.8862
C 1.0375 1.0598 -2.8065
H 0.2549 0.9533 -3.5658
H 1.7015 1.8537 -3.1777
C -1.9282 0.6910 -1.9761
H -2.2488 1.2885 -2.8440
H -2.8408 0.5372 -1.3794
Pt 0.2584 0.0067 -0.0043
H 1.6559 -2.1849 -1.8226
C -1.7800 3.0438 4.0058
C -2.4386 2.8733 2.7752
C -2.2033 1.7202 2.0255
C -1.3219 0.7428 2.5184
C -0.8200 0.8307 3.8334
C -0.9830 2.0216 4.5389
N -0.8657 -0.3033 1.6666
N -0.8288 -1.5004 2.2353
C 0.3090 -2.1689 1.8613
C 0.7145 -3.3710 2.4940
C 2.0330 -3.7828 2.3400
C 2.9224 -3.0625 1.5357
C 2.4940 -1.9285 0.8053
C 1.1759 -1.5283 0.9372
H -1.9118 3.9773 4.5587
H -3.1214 3.6342 2.3883
H -2.6706 1.5288 1.0598
H -0.2752 -0.0193 4.2444
H -0.4886 2.1366 5.5132
H -0.0182 -3.8862 3.1105
H 2.3769 -4.6721 2.8651
H 3.9598 -3.3778 1.4494
H 3.1538 -1.3409 0.1638
```

E_HOMO (spin up / spin down)	-0.2336 / -0.2861	Eh
lowest unoccupied orbital energy (spin up / spin down)	-0.16 / -1.54	eV
2S+1	3
orbital gap (spin up / spin down)	6.2 / 6.2	eV

These are the Mulliken partial charges, in e, on atoms 1 to 6: -0.9903, -0.7701, -0.1314, 0.4383, -0.2818, 0.5395

=====

Ordered relative energy (zero: lowest compared OMol25 entry of this formula, charge and spin) results: 183.3; 0.0; unit kcal/mol.